{"formula": "C22H38O18", "method": "wB97M-V/def2-TZVPD", "species": ["C", "H", "C", "O", "O", "H", "H", "O", "H", "C", "H", "C", "H", "O", "H", "H", "O", "H", "O", "H", "H", "C", "H", "H", "O", "H", "O", "O", "O", "H", "C", "H", "C", "O", "C", "H", "O", "H", "H", "H", "H", "H", "H", "H", "H", "C", "C", "H", "O", "H", "C", "O", "H", "C", "H", "C", "O", "O", "H", "C", "C", "O", "C", "H", "H", "H", "C", "H", "H", "C", "O", "C", "C", "H", "C", "H", "C", "H"], "coordinates": [[-0.655, 0.694, 3.963], [-8.311, 1.816, 0.307], [-0.762, -0.397, 5.036], [-5.618, 0.381, -0.475], [-6.597, 2.245, -0.783], [-8.011, -0.641, 1.487], [-8.229, 1.370, -1.402], [1.193, -2.304, 3.007], [-6.265, -1.200, 1.364], [4.533, -0.310, -1.269], [-4.812, 2.323, 3.903], [-1.445, -0.115, -1.432], [-1.742, -0.440, 5.510], [7.142, -0.851, -1.847], [6.303, -1.998, 1.972], [-1.412, 0.458, 3.215], [-2.026, 3.820, 5.090], [2.014, -0.688, 3.916], [-3.062, 1.696, 4.540], [2.774, -2.395, 4.273], [5.018, 0.297, -2.033], [-1.970, 2.637, 4.713], [6.277, -3.672, 2.632], [7.768, -2.984, 2.042], [1.519, 0.669, 0.011], [4.332, 0.488, -0.554], [-4.403, 2.257, -0.960], [2.491, -2.063, 1.277], [5.415, -1.212, -0.537], [3.534, -0.629, -1.566], [6.531, -1.580, -1.074], [5.423, -3.755, 0.190], [0.381, 0.346, -0.259], [0.702, -3.530, 1.213], [2.477, 3.695, -6.892], [0.014, -0.398, 5.801], [-0.277, 0.604, -5.287], [2.883, -0.237, 2.226], [-0.729, -1.378, 4.562], [6.895, -4.514, 0.254], [-2.695, 0.396, 0.175], [1.677, 3.888, -7.607], [2.564, 1.603, -7.514], [-4.883, 1.345, 5.349], [2.433, 4.331, -6.008], [-0.907, -0.645, -5.076], [-7.654, 1.443, -0.479], [4.127, -1.513, 2.358], [7.089, -2.641, -0.398], [-0.711, -1.435, -5.801], [-5.474, 1.649, -0.848], [1.309, 1.893, -5.842], [3.396, 3.920, -7.433], [2.284, -1.695, 3.596], [-4.486, 3.065, 5.501], [6.458, -3.536, 0.454], [-0.818, 2.067, 4.430], [1.751, -0.240, -5.966], [-1.906, 0.797, -1.812], [3.057, -1.309, 2.320], [1.360, -2.628, 1.765], [-0.059, -0.166, -1.447], [2.411, 2.219, -6.628], [3.222, 2.070, -5.916], [-7.260, -0.530, -0.948], [-1.854, -0.963, -1.981], [-1.770, -0.176, 0.098], [-0.602, -0.985, -4.086], [-1.925, -1.241, 0.269], [0.977, 0.652, -5.689], [-0.620, 0.497, 0.598], [-6.975, -0.377, 1.276], [-6.900, 0.155, -0.181], [-6.609, 0.325, 2.025], [-4.356, 2.177, 4.882], [0.355, 0.642, 3.556], [6.692, -3.011, 1.871], [-1.990, -0.549, -4.998]], "atomic_forces_ev_per_a": [[-0.54, -0.73, 0.72], [0.41, 0.22, 0.16], [-0.50, -0.12, 0.15], [3.68, 0.34, -1.22], [-1.09, 4.32, -0.63], [0.19, -0.30, 0.25], [-0.43, -0.24, 0.17], [-2.69, -0.32, 1.94], [-0.47, -0.41, -0.08], [0.34, 2.24, 1.05], [-0.50, 0.42, 0.18], [-2.07, -0.42, 0.84], [0.01, 0.52, 0.17], [-0.47, -2.39, 0.60], [-0.07, -0.10, 0.01], [0.27, 0.36, -0.19], [-0.63, -3.87, -1.17], [-0.23, -0.68, 1.45], [2.73, 2.45, 1.16], [-0.08, 0.41, 0.22], [0.41, -0.97, -0.38], [-1.44, 1.30, 0.76], [-0.21, 0.06, 0.01], [0.01, 0.13, 0.00], [-1.58, -0.74, -0.76], [-0.23, -0.18, 0.39], [-2.20, -2.12, -0.52], [-0.92, -0.31, -0.27], [-3.51, -0.45, -0.10], [0.52, -1.10, 0.05], [2.91, 1.56, 0.18], [-0.38, 0.78, 0.14], [2.25, 0.61, -0.28], [1.59, 3.36, 0.99], [-0.74, -0.02, -1.25], [0.01, 0.33, -0.04], [-1.03, 0.02, -0.11], [0.18, -0.05, -0.90], [0.37, 0.06, -0.40], [0.61, 0.08, 0.35], [0.26, 0.07, 0.91], [-0.21, 0.73, 0.20], [-0.40, -0.07, 0.13], [0.11, 0.00, 0.15], [-0.23, -0.23, -0.04], [-0.01, -0.97, 1.14], [-1.19, -1.24, -0.41], [-0.09, 0.05, -0.06], [0.88, 1.56, -2.89], [0.45, 0.40, -0.21], [5.29, 1.89, 1.36], [-2.15, 2.23, -0.06], [0.14, -0.11, 0.12], [1.28, 1.23, -1.37], [0.83, 0.00, -0.10], [-0.90, -0.54, 0.84], [0.43, -0.56, -0.12], [-1.08, -0.57, 0.47], [0.63, 0.27, -0.42], [1.36, 0.60, 0.71], [-0.38, -4.24, -2.83], [1.60, 0.72, 0.48], [2.76, 0.35, 1.63], [0.74, -0.67, -0.52], [-0.24, -0.86, 0.63], [0.11, 0.00, 0.07], [-0.89, 0.13, -3.20], [0.22, -0.35, -0.07], [0.61, 0.12, 1.32], [1.49, -1.48, -1.09], [-0.96, -0.72, 1.10], [-0.02, 0.09, -0.99], [-3.62, -2.31, 1.57], [-0.23, 0.53, -0.27], [-0.94, -0.59, -1.00], [-0.27, 0.46, -0.29], [0.05, -0.70, -0.17], [0.10, 0.72, -0.34]], "mulliken_charge": [0.495, 0.274, -1.240, -0.299, -0.349, 0.385, 0.285, -0.318, 0.365, -0.806, 0.220, -0.526, 0.401, -0.610, 0.174, 0.043, -0.593, 0.167, -0.272, 0.309, 0.442, 0.686, 0.337, 0.346, -0.549, 0.267, -0.570, -0.223, -0.222, 0.262, 0.698, 0.252, 0.427, -0.670, -1.189, 0.330, -0.311, 0.252, 0.343, 0.319, 0.231, 0.317, 0.372, 0.262, 0.308, -0.470, -0.404, -0.224, -0.326, 0.348, 0.709, -0.292, 0.375, -0.170, 0.329, -0.140, -0.409, -0.589, 0.237, 0.201, 0.683, -0.247, -0.187, 0.217, 0.272, 0.491, -0.236, 0.059, 0.289, 0.783, -0.174, -1.300, 0.378, 0.276, -0.695, 0.113, -1.002, 0.283], "homo_energy_ev": -10.29, "smiles": "C[C@H]1COC(=O)O1.CCOC(=O)OC.CCOC(=O)OC.CCOC(=O)OC.O=C1OCCO1.O=C1OCCO1", "lumo_ha": 0.00451, "homo_lumo_gap_ev": 10.41}

{"formula": "C22H38P2Pd", "method": "wB97M-V/def2-TZVPD", "species": ["C", "C", "H", "H", "P", "H", "H", "H", "C", "H", "H", "C", "C", "H", "H", "C", "H", "H", "H", "H", "H", "C", "H", "H", "C", "H", "C", "C", "H", "C", "H", "H", "H", "C", "H", "H", "H", "C", "H", "C", "H", "H", "H", "C", "H", "H", "C", "C", "H", "P", "C", "H", "Pd", "H", "C", "H", "H", "C", "H", "H", "C", "H", "C"], "coordinates": [[-2.580, -0.264, -2.995], [-4.462, -3.884, 0.995], [-6.772, -2.537, -0.753], [0.509, -2.509, 1.356], [-5.105, 0.796, -1.502], [-4.842, 2.622, -3.121], [-6.063, 2.671, -0.236], [2.557, -1.312, -1.534], [2.879, -0.908, -0.573], [-5.261, -4.640, 0.951], [-4.119, -5.054, -1.820], [4.248, 0.500, 0.863], [-3.410, 1.349, -1.121], [0.811, 1.996, -0.414], [-4.227, -1.140, 1.164], [-6.420, 1.693, -0.588], [-6.741, 1.087, 0.273], [-1.501, -0.922, -0.285], [2.239, -1.532, 2.739], [-3.367, 2.442, -1.033], [-1.634, -0.469, -3.544], [-4.836, -4.226, -1.861], [-3.512, -4.402, 1.166], [-3.280, 0.196, -3.716], [-3.415, -0.522, 0.736], [0.689, 2.532, 1.316], [-5.299, 1.625, -3.145], [3.910, -0.019, -0.411], [-4.886, 1.069, -3.991], [-3.227, -1.495, -2.537], [-5.841, -4.630, -1.693], [-1.362, 0.584, -1.382], [-6.368, 1.755, -3.349], [0.306, 1.832, 0.553], [-4.449, 1.370, 0.797], [-6.891, -0.667, -2.082], [5.063, 1.227, 0.913], [3.609, 0.065, 2.007], [-5.308, -1.251, -2.628], [-5.855, -0.861, -1.746], [-0.789, 1.887, 0.443], [-3.593, -2.150, -3.362], [0.378, -2.065, -0.445], [0.810, -1.863, 0.532], [-4.809, -3.770, -2.857], [-6.031, -1.398, 0.392], [-5.889, -1.890, -0.589], [-2.427, -1.439, -0.023], [4.511, 0.266, -1.276], [-4.435, -3.021, -0.570], [-2.993, -2.217, -1.253], [-4.673, -3.209, 1.833], [0.773, -0.014, 1.281], [-2.862, -0.161, 1.626], [2.538, -0.888, 1.907], [3.928, 0.392, 2.998], [-1.933, 1.724, -2.563], [2.147, -1.320, 0.576], [-2.302, -3.084, -1.420], [-2.098, -2.182, 0.727], [-2.251, 0.848, -1.972], [-7.287, 1.847, -1.244], [-4.028, 0.685, 0.048]], "atomic_forces_ev_per_a": [[0.33, 1.28, 0.00], [0.37, -0.31, 0.45], [0.40, 0.12, 0.14], [-0.10, -0.30, -0.18], [1.29, 1.71, 2.54], [0.01, -0.35, 0.26], [-0.09, -0.34, -0.10], [0.26, 0.23, 0.11], [0.04, 0.00, 0.27], [0.19, 0.23, -0.13], [-0.08, 0.15, -0.09], [0.42, 0.23, -0.40], [0.02, 1.09, -1.94], [-0.18, 0.00, 0.31], [0.30, 0.20, 0.01], [-0.58, 0.25, -0.42], [0.23, 0.25, -0.27], [-0.20, 0.00, 0.20], [0.10, 0.47, 0.05], [0.23, -0.17, 0.08], [-0.43, -0.14, 0.09], [-0.34, -0.50, 0.25], [-0.14, 0.11, 0.05], [0.58, -0.36, -0.06], [0.68, 0.28, 0.57], [-0.38, 0.14, -0.41], [-1.60, -0.40, -1.09], [0.22, -0.08, -0.06], [-0.03, 0.12, 0.11], [0.11, -1.64, -0.51], [0.17, -0.01, -0.05], [-0.25, 0.21, -0.03], [-0.02, 0.13, -0.33], [-0.99, 1.23, -0.12], [0.55, -0.14, -0.17], [0.37, 0.01, 0.10], [-0.30, -0.25, 0.13], [-0.69, -0.99, 0.18], [-0.74, -0.10, 0.40], [-0.11, -0.41, -1.21], [0.22, 0.71, -0.04], [0.26, 0.55, 0.62], [0.04, -0.26, 0.01], [0.47, -1.95, -0.41], [0.05, -0.04, 0.33], [0.20, -0.22, -0.54], [-0.24, 0.34, -0.04], [0.13, 0.09, 0.31], [-0.18, 0.11, 0.19], [-2.13, 0.37, -1.73], [1.36, 0.18, 1.53], [0.21, -0.09, -0.30], [-1.37, 2.21, 0.42], [0.08, -0.30, -0.34], [2.16, -0.76, -0.25], [-0.07, 0.01, -0.31], [-0.04, -0.42, 0.10], [0.08, -0.90, 0.38], [-0.21, 0.44, -0.04], [-0.02, 0.11, -0.39], [0.59, 0.21, -0.06], [0.11, 0.14, 0.16], [-1.37, -2.49, 1.69]], "lowdin_spin": [0.097, 0.004, 0.000, 0.022, 0.005, 0.000, 0.000, 0.005, 0.076, 0.001, 0.000, 0.090, 0.001, 0.000, 0.000, 0.001, 0.000, 0.008, 0.000, 0.000, 0.039, 0.000, 0.000, 0.015, 0.003, 0.016, 0.001, 0.015, 0.000, 0.592, 0.000, 0.000, 0.000, 0.040, 0.001, 0.006, 0.006, 0.017, 0.017, 0.048, 0.002, 0.017, 0.023, 0.167, -0.001, 0.000, 0.001, 0.010, -0.001, 0.019, 0.095, 0.000, 0.445, 0.002, 0.030, 0.000, 0.000, 0.022, 0.034, 0.002, 0.005, 0.000, 0.002], "homo_energy_ev": [-3.86, -4.62], "s_squared": 2.021, "lumo_ha": [-0.01675, -0.02791], "multiplicity": 3, "homo_lumo_gap_ev": [3.40, 3.86]}

{"formula": "C22H39Cl2F7NbO2S", "method": "wB97M-V/def2-TZVPD", "species": ["H", "H", "H", "H", "C", "S", "H", "C", "H", "C", "C", "F", "H", "C", "H", "H", "H", "H", "C", "C", "C", "H", "C", "H", "C", "C", "C", "O", "H", "Cl", "F", "H", "C", "C", "C", "C", "H", "F", "H", "C", "H", "H", "H", "H", "H", "H", "H", "F", "H", "Nb", "F", "C", "H", "O", "H", "H", "H", "H", "F", "C", "C", "H", "C", "H", "H", "C", "H", "F", "Cl", "H", "H", "H", "H", "H"], "coordinates": [[0.866, -3.093, -2.085], [1.589, 1.763, 4.483], [3.119, -1.113, -0.438], [0.593, 0.069, 6.901], [-0.767, 1.616, -5.989], [-2.971, -0.473, -4.548], [3.425, 1.290, 2.460], [3.827, -0.418, 1.430], [-2.243, -3.063, -2.096], [2.570, 1.564, 0.564], [3.371, -1.511, 0.513], [-2.116, -0.874, -6.924], [0.710, 1.480, 1.415], [1.337, 3.630, 2.895], [2.177, 3.989, 1.035], [-3.486, -3.009, -0.080], [-3.037, 1.513, -2.102], [-0.811, 0.546, -2.375], [0.715, 2.270, 4.795], [-1.573, -0.851, -5.757], [-4.526, -0.786, -1.393], [2.633, -3.499, -0.760], [-0.591, -2.513, -0.769], [2.029, 0.390, 2.174], [-0.224, 1.232, 5.357], [1.756, -3.182, -0.251], [2.926, 0.717, 1.726], [-3.790, -1.601, -4.665], [0.655, 2.212, -0.084], [-5.816, -0.089, -2.314], [0.299, 2.198, -6.436], [4.229, -2.113, 0.405], [-0.422, 0.139, -5.867], [1.214, 2.163, 0.799], [1.297, 3.539, 1.397], [2.243, -2.390, 0.936], [-0.428, 2.481, 3.019], [-1.039, 2.130, -4.894], [3.269, 2.359, 0.468], [0.523, 0.028, 5.855], [2.579, 1.013, -0.340], [2.626, -3.078, 1.642], [4.684, -0.001, 0.968], [-0.418, 3.861, 4.021], [-0.839, -3.461, -0.364], [0.076, -0.884, 5.591], [0.492, 4.142, 1.057], [0.411, -0.033, -4.948], [1.282, -4.040, 0.131], [-2.426, -0.220, -2.013], [-1.106, -1.994, -5.564], [-4.858, -1.538, -0.447], [1.202, -1.532, -1.352], [-3.620, 0.685, -4.998], [-0.951, 1.014, 4.620], [-0.885, -2.343, -2.821], [-4.411, -2.572, 1.248], [-3.123, -1.543, 0.691], [0.193, -0.157, -6.971], [-1.533, -2.281, -1.981], [0.815, -2.509, -1.214], [4.146, -0.849, 2.342], [0.172, 3.071, 3.639], [1.507, 0.000, 5.478], [0.904, 2.956, 5.574], [-3.909, -2.180, 0.414], [-0.759, -1.826, 0.007], [-1.662, 1.805, -6.818], [-6.481, -1.893, -0.065], [2.204, 3.111, 3.188], [1.448, 4.646, 3.150], [-2.040, 0.099, -0.288], [-0.740, 1.652, 6.171], [1.489, -1.861, 1.453]], "atomic_forces_ev_per_a": [[0.17, -0.39, -1.59], [1.15, -0.31, -0.25], [-0.02, 0.55, -1.09], [0.21, -0.13, 1.59], [2.50, -2.96, 0.12], [3.05, 0.95, 1.49], [0.47, 0.92, 1.04], [-0.14, -0.28, -0.34], [-0.94, -0.68, -0.11], [-0.46, 0.29, 0.19], [-0.44, 0.70, 0.44], [-2.21, 0.22, -3.51], [-1.20, -0.74, 0.95], [-0.21, -0.03, -0.99], [1.18, 0.81, -0.62], [0.67, -1.18, -0.68], [0.29, 0.09, -0.43], [-0.12, 0.35, 0.37], [-1.53, -0.27, -0.10], [-1.42, 4.18, 1.23], [1.41, 4.18, -3.89], [0.87, -0.46, -0.66], [-1.18, 0.07, -1.10], [-1.10, -0.72, 0.71], [0.62, 0.11, -0.27], [-0.21, 0.46, 0.66], [0.37, -0.45, -0.09], [-1.92, -4.47, -0.06], [-0.81, 0.08, -1.51], [-0.20, 0.54, -0.77], [3.31, 1.69, -1.20], [1.09, -1.02, -0.61], [-3.15, 0.69, -1.05], [0.62, 0.79, -0.11], [-0.87, -0.17, 0.42], [0.36, -0.02, -0.40], [-1.02, -1.05, -1.02], [-1.48, 2.11, 5.14], [0.90, 0.65, -0.36], [-0.36, 0.38, -0.20], [0.01, -0.72, -1.02], [0.41, -0.91, 1.05], [1.31, 0.47, -0.42], [-0.97, 0.87, 0.30], [-0.15, -1.22, 0.53], [-0.80, -1.34, -0.32], [-0.96, 0.60, -0.48], [3.30, -0.58, 4.63], [-0.67, -1.47, 0.33], [-1.14, -1.94, 1.18], [2.30, -5.02, 1.70], [-1.37, -2.13, 2.85], [0.06, 1.21, -0.79], [-0.91, 3.71, -1.74], [-0.79, -0.61, -0.83], [0.43, -0.21, -1.20], [-0.40, -0.38, 1.47], [1.08, 0.95, 0.53], [1.57, -0.99, -3.48], [0.58, 1.53, 0.37], [1.04, -0.45, 1.36], [0.48, -0.60, 1.18], [1.04, -0.10, 0.72], [1.29, -0.05, -0.54], [1.02, 0.80, 0.97], [0.30, -0.97, 0.57], [-0.13, 1.08, 1.20], [-4.73, 0.83, -4.08], [-1.41, -0.52, 0.39], [1.33, -0.47, 0.62], [0.46, 1.41, 0.42], [0.36, 0.42, -0.19], [-0.99, 0.58, 1.03], [-1.19, 0.77, 0.34]], "mulliken_charge": [0.582, 0.244, 0.498, 0.360, 0.566, 1.311, 0.366, -1.887, 0.487, -0.761, -0.765, -0.299, 0.446, -0.891, 0.484, 0.269, 0.042, 0.129, -0.499, 0.335, 0.429, 0.454, -0.221, 0.316, -0.582, -1.540, -0.144, -0.647, 0.317, -0.212, -0.320, 0.359, 0.725, -0.436, -1.346, -0.454, 0.586, -0.214, 0.434, -1.294, 0.461, 0.347, 0.442, 0.421, 0.329, 0.334, 0.419, -0.275, 0.568, -1.084, -0.242, 0.432, 0.153, -0.691, 0.405, 0.578, 0.527, 0.167, -0.343, -1.446, -0.367, 0.462, -0.901, 0.366, 0.330, -1.211, 0.280, -0.253, -0.233, 0.329, 0.508, 0.133, 0.428, 0.401], "homo_energy_ev": -5.34, "charge": -1, "lumo_ha": 0.04417, "homo_lumo_gap_ev": 6.54}

Largest force on an atom (eV Å⁻¹)
5.8; 3.3; 6.3
Total energy (Ha)
-2215.32633; -1671.25893; -3086.43726